{"formula": "C53H89BBrClIN3O20P", "method": "ωB97M-V/def2-TZVPD", "charge": 1, "e_homo_ev": -10.600, "mol_weight_g_mol": 1372.343, "energy_ev": -202444.344, "homo_lumo_gap_ev": 8.193, "species": ["C", "C", "O", "B", "O", "C", "I", "C", "Br", "C", "C", "C", "C", "N", "O", "P", "C", "O", "C", "C", "C", "N", "C", "C", "Cl", "C", "C", "C", "O", "C", "N", "O", "C", "C", "C", "C", "C", "C", "C", "H", "H", "H", "H", "H", "H", "H", "H", "H", "H", "H", "H", "H", "H", "H", "H", "H", "H", "H", "H", "H", "H", "H", "H", "H", "H", "H", "H", "H", "H", "H", "H", "H", "H", "H", "H", "H", "H", "H", "H", "H", "H", "H", "H", "H", "H", "H", "O", "C", "O", "C", "C", "C", "H", "H", "H", "H", "H", "H", "O", "C", "O", "C", "C", "C", "H", "H", "H", "H", "H", "H", "O", "C", "O", "C", "C", "C", "H", "H", "H", "H", "H", "H", "O", "C", "O", "C", "C", "C", "H", "H", "H", "H", "H", "H", "O", "C", "O", "C", "C", "C", "H", "H", "H", "H", "H", "H", "O", "C", "O", "C", "C", "C", "H", "H", "H", "H", "H", "H", "O", "C", "O", "C", "C", "C", "H", "H", "H", "H", "H", "H"], "coordinates": [[3.427, -3.965, 3.853], [2.505, -4.320, 2.584], [2.410, -3.108, 1.745], [1.159, -3.126, 0.998], [1.078, -4.252, 0.129], [-0.028, -1.979, 1.196], [0.588, -1.299, 3.246], [-1.403, -2.768, 1.170], [-1.474, -3.916, 2.831], [-2.761, -2.044, 0.749], [-3.745, -3.275, 0.372], [-5.151, -3.060, -0.288], [-5.705, -1.648, -0.685], [-6.642, -0.803, 0.128], [-5.453, -1.153, -1.829], [-3.758, -1.076, 2.023], [-3.092, -1.077, 3.800], [-5.234, -1.914, 2.444], [-2.290, -1.192, -0.576], [-2.357, -2.016, -1.945], [-1.267, -3.079, -2.345], [-1.198, -0.184, -0.380], [-0.866, 0.452, -1.749], [-1.586, 1.127, 0.302], [-1.422, 1.356, 2.092], [-3.022, 1.755, 0.009], [-2.945, 3.378, 0.039], [0.155, -0.744, 0.071], [1.022, 0.052, 0.831], [1.561, 1.241, 0.509], [1.884, 2.262, -0.040], [0.868, -1.477, -0.887], [1.905, -0.995, -1.711], [3.385, -1.586, -1.535], [3.482, -3.166, -1.923], [4.127, -1.213, -0.172], [5.550, -0.491, -0.469], [5.422, 1.071, -0.763], [6.474, -0.829, 0.818], [3.941, -4.897, 4.277], [4.222, -3.204, 3.567], [2.813, -3.536, 4.725], [2.941, -5.208, 2.022], [1.467, -4.560, 3.022], [1.955, -4.642, -0.064], [-1.281, -3.601, 0.378], [-3.917, -3.808, 1.380], [-3.213, -4.088, -0.253], [-5.226, -3.701, -1.245], [-5.954, -3.534, 0.392], [-7.397, -0.475, -0.489], [-6.049, 0.012, 0.387], [-3.125, -2.113, 4.297], [-2.154, -0.494, 3.991], [-3.915, -0.499, 4.375], [-5.935, -1.249, 2.611], [-3.290, -0.632, -0.750], [-3.366, -2.547, -2.107], [-2.434, -1.302, -2.855], [-0.544, -3.470, -1.576], [-1.756, -4.004, -2.828], [-0.615, -2.644, -3.194], [0.083, 1.099, -1.686], [-1.746, 1.000, -2.207], [-0.558, -0.297, -2.548], [-0.920, 2.000, -0.062], [-3.828, 1.487, 0.772], [-3.467, 1.501, -1.015], [-2.631, 3.745, 1.066], [-3.957, 3.828, -0.271], [-2.201, 3.709, -0.755], [2.043, 0.142, -1.832], [1.637, -1.308, -2.792], [3.995, -1.072, -2.371], [2.429, -3.512, -2.182], [3.917, -3.775, -1.052], [4.145, -3.315, -2.837], [3.502, -0.668, 0.604], [4.422, -2.213, 0.320], [6.011, -1.092, -1.333], [4.916, 1.187, -1.778], [6.496, 1.474, -0.861], [4.852, 1.573, 0.081], [6.639, -1.962, 0.906], [7.474, -0.285, 0.788], [5.853, -0.547, 1.746], [4.516, -7.116, 2.331], [4.562, -7.633, 3.419], [3.821, -7.224, 4.484], [4.197, -7.980, 5.643], [4.821, -9.248, 5.106], [5.458, -8.775, 3.815], [4.902, -7.387, 6.233], [3.314, -8.185, 6.250], [5.525, -9.708, 5.800], [4.040, -9.980, 4.882], [6.470, -8.395, 3.974], [5.457, -9.557, 3.055], [2.840, 6.567, 4.412], [2.250, 6.130, 3.455], [2.857, 5.668, 2.329], [1.859, 5.330, 1.356], [0.594, 5.097, 2.148], [0.754, 6.057, 3.306], [1.762, 6.162, 0.652], [2.167, 4.438, 0.809], [-0.314, 5.259, 1.565], [0.575, 4.068, 2.523], [0.371, 7.052, 3.067], [0.289, 5.671, 4.213], [-3.089, -9.265, -0.892], [-2.166, -8.534, -0.648], [-2.287, -7.189, -0.468], [-0.987, -6.612, -0.304], [-0.100, -7.748, 0.151], [-0.721, -8.944, -0.542], [-0.667, -6.194, -1.264], [-1.032, -5.808, 0.433], [0.953, -7.596, -0.092], [-0.181, -7.869, 1.236], [-0.317, -9.087, -1.547], [-0.614, -9.853, 0.050], [-1.662, 6.085, -0.241], [-1.598, 6.607, -1.327], [-0.568, 7.397, -1.727], [-0.860, 7.940, -3.023], [-1.880, 7.002, -3.625], [-2.643, 6.524, -2.408], [-1.250, 8.954, -2.896], [0.055, 7.986, -3.616], [-2.508, 7.476, -4.378], [-1.371, 6.155, -4.096], [-3.469, 7.193, -2.157], [-2.999, 5.502, -2.532], [2.144, -1.207, -5.240], [1.893, -0.030, -5.213], [1.536, 0.643, -4.082], [1.202, 1.996, -4.421], [1.898, 2.261, -5.737], [1.877, 0.897, -6.398], [0.113, 2.077, -4.503], [1.548, 2.668, -3.633], [1.419, 3.043, -6.327], [2.934, 2.563, -5.554], [0.958, 0.734, -6.966], [2.751, 0.742, -7.029], [-1.924, 2.768, 7.062], [-1.023, 3.511, 7.354], [-0.209, 4.111, 6.442], [0.819, 4.838, 7.129], [0.268, 5.097, 8.512], [-0.599, 3.878, 8.751], [1.725, 4.224, 7.151], [1.033, 5.765, 6.595], [1.044, 5.238, 9.265], [-0.357, 5.995, 8.500], [-0.030, 3.050, 9.180], [-1.462, 4.114, 9.373], [-4.332, 6.103, -5.454], [-4.260, 6.628, -6.536], [-3.225, 7.420, -6.927], [-3.506, 7.967, -8.222], [-4.524, 7.033, -8.836], [-5.297, 6.552, -7.625], [-3.896, 8.981, -8.094], [-2.587, 8.014, -8.808], [-5.147, 7.513, -9.592], [-4.014, 6.187, -9.306], [-6.123, 7.221, -7.376], [-5.654, 5.531, -7.755]], "atomic_forces_ev_per_a": [[-0.016, -0.142, 0.205], [0.421, -0.011, 1.817], [-2.468, -0.550, -0.731], [2.865, -1.551, -0.310], [-0.654, 1.673, 0.578], [-0.392, -0.319, 0.504], [-0.554, 0.109, -0.158], [0.192, -1.027, -0.812], [-0.348, 0.233, -1.107], [1.575, -2.351, -0.202], [0.530, -1.115, 0.627], [-2.132, -0.780, -0.061], [-0.077, 2.497, -3.582], [1.346, -1.015, 0.164], [-0.195, -2.230, 3.477], [-1.648, 1.541, 1.837], [-0.985, -0.300, 1.147], [1.725, 0.250, -0.536], [-5.011, -1.254, -0.167], [0.109, -0.525, -1.719], [0.753, -0.602, -1.453], [1.374, 2.103, -1.987], [1.254, 0.034, -2.853], [-1.284, 3.969, 1.114], [0.191, -0.813, -0.699], [-1.634, 0.987, -0.553], [0.213, -0.783, -0.516], [1.721, -4.750, 2.285], [0.962, 3.318, -0.423], [-0.394, 2.289, -3.464], [-1.160, -4.340, 2.814], [-1.424, 0.909, 0.720], [2.537, 0.955, -3.738], [0.181, -0.079, -0.055], [-0.286, 0.551, 0.325], [1.199, -1.049, -0.335], [-0.162, -1.040, 1.166], [0.871, -1.257, -0.387], [-0.939, 0.114, -0.081], [-0.802, 1.319, -0.877], [-1.012, -0.975, 0.265], [0.791, -0.472, -1.488], [-0.608, 1.193, 0.603], [1.465, 0.093, -0.937], [-0.587, 0.362, 0.478], [-0.049, 1.427, 1.163], [0.220, 0.970, -1.515], [-0.461, 1.549, 0.815], [0.307, 1.303, 1.270], [1.336, 0.930, -0.839], [0.755, -0.093, 0.082], [-0.769, -0.597, -0.139], [0.422, 1.574, -0.934], [-0.802, -0.964, -0.405], [1.098, -0.718, -1.182], [0.615, -0.420, -0.549], [2.026, 0.031, 0.374], [1.352, 1.147, 1.247], [0.215, -0.722, 1.787], [-0.930, 0.609, -0.548], [0.562, 1.441, 0.833], [-0.788, -0.653, 1.357], [-1.769, -0.710, 0.368], [1.016, -0.518, 1.130], [-0.569, 0.438, 1.506], [-0.492, -2.145, 0.315], [1.540, -0.192, -0.977], [0.850, 0.045, 1.263], [-0.413, -0.333, -1.442], [1.488, -0.816, 0.678], [-0.775, -0.207, 1.154], [-0.651, -1.623, 0.906], [0.151, 0.371, 1.810], [-1.262, -0.442, 1.168], [1.395, 0.124, 0.304], [-0.721, 0.839, -1.279], [-0.904, 0.184, 1.246], [0.709, -0.432, -1.061], [-0.652, 1.560, -0.550], [-0.647, 1.212, 0.909], [0.436, 0.171, 1.418], [-1.753, -0.291, 0.236], [0.733, -0.457, -1.174], [-0.112, 1.654, -0.309], [-1.336, -0.684, 0.157], [1.208, -0.166, -1.189], [-0.418, -0.007, 0.689], [0.336, 0.361, -0.797], [0.050, -0.085, -0.531], [-0.073, -0.104, 0.605], [0.149, -0.544, 0.209], [-0.189, -0.412, 0.228], [-0.040, -0.001, -0.058], [-0.002, 0.237, -0.150], [-0.099, 0.085, -0.002], [0.069, 0.069, 0.064], [-0.025, -0.005, -0.159], [0.210, 0.287, -0.120], [0.008, -0.479, -0.723], [0.365, 0.654, 0.740], [0.032, 0.135, 0.543], [-0.055, -0.184, -0.555], [-0.639, -0.305, -0.157], [-0.273, -0.442, -0.089], [-0.015, 0.001, 0.066], [0.201, 0.255, 0.140], [0.159, 0.033, -0.042], [0.050, 0.045, -0.020], [0.028, -0.006, 0.126], [0.072, 0.323, 0.054], [0.281, 0.814, 0.253], [-0.678, -0.911, -0.497], [-0.200, -0.239, 0.005], [0.171, 0.443, 0.052], [0.577, -0.048, 0.252], [0.315, 0.171, 0.418], [-0.007, -0.009, 0.030], [-0.185, -0.073, -0.117], [-0.091, 0.067, 0.024], [0.026, 0.065, -0.093], [-0.090, -0.126, 0.036], [-0.137, -0.085, -0.337], [0.521, 0.400, -0.464], [-0.287, -0.023, 0.688], [-0.184, -0.459, 0.461], [0.136, 0.303, -0.431], [-0.207, 0.050, -0.545], [0.188, -0.127, -0.433], [0.031, -0.060, 0.042], [0.035, 0.036, 0.285], [0.141, -0.074, 0.080], [-0.055, 0.097, -0.020], [-0.026, -0.143, 0.076], [-0.197, 0.157, 0.254], [-0.196, 0.679, 0.643], [0.102, -1.084, -0.661], [0.026, -0.077, -0.222], [-0.125, 0.557, 0.165], [0.145, 0.482, -0.346], [0.251, 0.474, 0.053], [0.019, -0.033, -0.028], [-0.044, -0.236, 0.094], [0.007, -0.043, 0.124], [-0.127, 0.010, 0.015], [0.101, -0.130, -0.036], [-0.243, -0.279, -0.049], [0.546, 0.514, -0.322], [-0.612, -0.837, -0.035], [-0.451, -0.245, 0.067], [0.528, 0.414, -0.047], [0.120, 0.342, 0.468], [0.054, 0.506, 0.143], [-0.056, 0.023, -0.034], [-0.011, -0.228, -0.162], [-0.012, 0.010, -0.133], [0.096, -0.063, -0.007], [-0.152, -0.041, 0.001], [0.017, -0.376, -0.047], [0.504, 0.352, -0.475], [-0.438, -0.261, 0.767], [-0.150, -0.379, 0.381], [0.169, 0.386, -0.462], [-0.229, -0.113, -0.542], [0.136, -0.133, -0.479], [0.026, -0.062, 0.032], [0.025, 0.026, 0.277], [0.115, 0.015, 0.063], [-0.035, 0.109, 0.014], [-0.012, -0.130, 0.093], [-0.158, 0.147, 0.308]]}